# 1
138
Properties=species:S:1:pos:R:3:forces:R:3 method="wB97M-V/def2-TZVPD" spin_multiplicity=1 lumo_energy_ev=-0.997 charge=0 smiles="Cc1c(CCCCS(=O)(=O)O)c(N)c2c(c1ON=O)C(=O)N([C@H](I)[C@H](C)I)C2=O.c1cc[nH]c1.c1cc[nH]c1.c1cc[nH]c1.c1cc[nH]c1.c1cc[nH]c1.c1cc[nH]c1.c1cc[nH]c1.c1cc[nH]c1.c1cc[nH]c1"
C 2.150 3.606 0.106 -0.721 0.104 -0.524
C 1.139 2.971 -0.821 0.058 -0.271 -0.305
C 1.497 2.531 -2.112 -0.622 0.284 0.084
C 2.905 2.574 -2.634 0.130 -0.776 0.198
C 3.441 1.130 -2.677 0.378 0.203 -0.087
C 3.882 0.640 -1.308 -0.172 -0.094 -0.131
C 4.115 -0.864 -1.187 0.074 0.499 -0.137
S 2.809 -1.884 -1.801 -0.480 -0.826 0.867
O 1.538 -1.310 -1.478 0.047 0.496 -0.246
O 3.060 -3.225 -1.392 0.412 -0.024 -0.187
O 2.975 -1.848 -3.390 -0.114 0.207 -0.082
C 0.513 1.978 -2.973 -0.091 0.039 0.195
N 0.811 1.522 -4.257 0.034 0.382 0.075
C -0.778 1.851 -2.474 0.622 -0.035 -0.352
C -1.121 2.232 -1.201 0.187 0.237 0.585
C -0.186 2.810 -0.362 -0.031 -0.139 -0.129
O -0.529 3.236 0.905 -0.103 0.319 -0.408
N -0.489 2.083 1.857 0.139 -0.257 0.194
O 0.568 1.968 2.290 -0.048 0.002 0.070
C -2.564 1.892 -0.986 1.190 0.109 -0.450
O -3.182 1.931 0.032 -0.731 0.141 0.625
N -3.015 1.461 -2.233 -1.035 -0.453 0.230
C -4.381 1.106 -2.561 0.401 -0.265 -0.469
I -5.772 2.590 -1.860 -0.113 0.041 0.052
C -4.847 -0.292 -2.176 -0.144 0.377 0.682
C -4.540 -0.707 -0.756 -0.061 -0.807 -0.064
I -4.142 -1.787 -3.549 0.104 0.079 -0.068
C -1.966 1.329 -3.156 0.238 0.622 1.000
O -2.069 0.898 -4.259 -0.234 -0.329 -1.427
H 2.813 4.246 -0.458 0.377 0.055 0.004
H 1.613 4.232 0.805 0.064 0.018 0.300
H 2.693 2.840 0.645 0.301 -0.003 0.184
H 2.948 2.970 -3.645 -0.048 0.325 -0.103
H 3.565 3.158 -2.008 0.057 0.332 0.069
H 2.653 0.517 -3.088 -0.103 -0.095 0.004
H 4.291 1.060 -3.356 0.070 0.010 -0.187
H 3.162 0.938 -0.553 -0.229 0.026 0.102
H 4.822 1.133 -1.069 0.125 0.056 0.204
H 5.048 -1.169 -1.652 0.054 -0.255 -0.184
H 4.167 -1.136 -0.139 0.057 -0.211 0.206
H 2.256 -1.291 -3.734 -0.021 -0.079 -0.137
H 1.588 2.009 -4.677 0.108 -0.055 -0.057
H 0.011 1.548 -4.875 -0.109 -0.303 0.051
H -4.457 1.184 -3.637 0.019 0.190 -0.200
H -5.921 -0.291 -2.301 -0.183 -0.191 -0.273
H -4.722 -1.773 -0.673 -0.129 -0.165 0.113
H -3.502 -0.574 -0.483 0.201 0.234 0.054
H -5.199 -0.233 -0.039 0.046 0.405 0.131
N 5.571 -1.549 -4.983 0.008 0.082 0.073
C 5.698 -1.569 -6.343 0.003 0.026 0.027
C 7.036 -1.521 -6.640 0.004 -0.009 0.014
C 7.741 -1.473 -5.406 0.005 0.008 -0.022
C 6.806 -1.491 -4.404 0.008 0.060 0.011
H 4.709 -1.574 -4.466 -0.062 -0.129 -0.094
H 4.833 -1.619 -6.982 0.008 -0.013 -0.019
H 7.461 -1.524 -7.629 0.004 -0.006 -0.007
H 8.809 -1.431 -5.271 0.007 0.008 -0.004
H 6.914 -1.474 -3.332 0.069 -0.040 -0.001
N 9.158 -4.262 -1.398 -0.060 -0.006 0.047
C 8.730 -4.394 -0.105 0.035 0.010 -0.018
C 7.374 -4.204 -0.091 -0.014 0.022 -0.001
C 6.968 -3.949 -1.430 -0.005 0.081 -0.005
C 8.093 -3.992 -2.212 0.041 0.008 -0.033
H 10.109 -4.349 -1.703 0.012 -0.016 -0.009
H 9.422 -4.612 0.690 -0.007 0.002 0.016
H 6.742 -4.248 0.780 -0.009 -0.014 0.003
H 5.965 -3.763 -1.778 -0.021 -0.073 0.004
H 8.224 -3.857 -3.272 -0.032 0.007 -0.008
N -3.658 5.461 -2.900 0.083 0.098 0.001
C -3.923 6.239 -1.806 0.014 -0.078 0.031
C -3.949 7.544 -2.221 0.000 0.019 -0.028
C -3.693 7.551 -3.620 0.001 0.019 0.021
C -3.519 6.250 -4.009 0.042 -0.047 0.014
H -3.580 4.461 -2.886 -0.082 -0.027 -0.004
H -4.069 5.801 -0.832 0.003 0.014 0.012
H -4.133 8.398 -1.592 -0.005 0.004 0.009
H -3.645 8.412 -4.265 -0.008 0.006 -0.006
H -3.310 5.821 -4.974 -0.006 0.010 -0.011
N 5.182 6.326 -2.124 -0.020 -0.010 0.067
C 6.251 6.864 -1.457 -0.007 -0.030 -0.027
C 5.779 7.854 -0.640 -0.010 0.005 0.007
C 4.370 7.918 -0.818 0.017 -0.008 0.032
C 4.032 6.963 -1.738 -0.021 -0.084 -0.057
H 5.235 5.584 -2.795 0.013 0.015 -0.037
H 7.249 6.497 -1.622 0.012 0.014 0.002
H 6.376 8.467 0.014 0.004 0.006 0.005
H 3.685 8.588 -0.327 -0.006 0.004 0.004
H 3.077 6.683 -2.151 -0.012 0.036 -0.009
N -4.677 3.947 1.711 -0.101 0.005 -0.008
C -3.548 4.452 2.289 0.014 -0.003 -0.010
C -3.928 5.449 3.150 -0.023 0.012 0.002
C -5.345 5.545 3.089 0.007 0.025 0.013
C -5.776 4.603 2.192 0.029 -0.018 -0.045
H -4.692 3.204 1.034 0.089 -0.063 0.001
H -2.579 4.062 2.036 -0.005 0.013 -0.036
H -3.265 6.044 3.756 0.003 0.005 0.007
H -5.973 6.226 3.638 -0.004 0.004 0.006
H -6.767 4.346 1.857 -0.013 0.008 0.009
N 0.409 -2.078 4.011 -0.021 0.035 0.097
C 0.386 -0.710 4.091 -0.001 -0.335 0.177
C 0.564 -0.366 5.404 0.040 0.041 -0.009
C 0.708 -1.570 6.145 -0.063 0.009 -0.003
C 0.605 -2.609 5.259 0.026 -0.020 -0.085
H 0.296 -2.610 3.167 0.045 0.002 -0.009
H 0.246 -0.112 3.219 -0.051 0.078 -0.135
H 0.589 0.639 5.792 -0.001 0.007 0.004
H 0.865 -1.662 7.207 0.012 0.001 0.006
H 0.656 -3.674 5.409 0.053 -0.001 0.002
N -2.696 -5.258 6.684 -0.052 -0.035 -0.046
C -2.109 -4.967 5.482 -0.067 0.104 0.047
C -2.194 -6.085 4.695 -0.086 -0.038 -0.032
C -2.862 -7.087 5.452 -0.018 -0.073 -0.078
C -3.159 -6.546 6.674 0.025 0.093 0.020
H -2.769 -4.623 7.457 0.019 0.014 0.003
H -1.684 -3.996 5.297 0.011 0.017 0.009
H -1.818 -6.174 3.689 0.035 -0.005 0.002
H -3.096 -8.091 5.136 0.012 -0.013 0.005
H -3.656 -6.964 7.532 0.005 -0.021 0.000
N -4.585 -8.323 2.203 0.012 0.016 -0.002
C -4.436 -9.110 1.094 0.027 0.023 0.022
C -5.433 -10.048 1.109 -0.018 -0.006 0.006
C -6.216 -9.815 2.274 0.000 -0.012 -0.016
C -5.667 -8.743 2.926 0.027 0.019 0.030
H -3.990 -7.554 2.453 -0.016 0.022 0.025
H -3.638 -8.936 0.393 0.001 -0.013 -0.011
H -5.586 -10.815 0.369 -0.003 -0.004 -0.006
H -7.081 -10.370 2.594 -0.008 -0.003 0.000
H -5.951 -8.246 3.838 -0.004 -0.003 0.008
N -4.734 -2.216 4.267 -0.004 0.021 0.043
C -3.931 -1.495 3.427 -0.027 -0.079 -0.015
C -4.587 -0.335 3.117 0.017 0.124 -0.100
C -5.833 -0.354 3.801 -0.006 0.011 -0.031
C -5.892 -1.527 4.504 0.025 -0.068 -0.015
H -4.508 -3.115 4.648 0.046 -0.096 0.030
H -2.968 -1.868 3.123 0.012 0.018 0.013
H -4.216 0.444 2.470 0.020 0.026 0.025
H -6.596 0.406 3.778 0.011 0.022 0.014
H -6.656 -1.930 5.147 -0.012 0.005 -0.002

# 2
15
Properties=species:S:1:pos:R:3:forces:R:3 method="wB97M-V/def2-TZVPD" spin_multiplicity=3 s2=2.007 lumo_energy_ev="-3.273 / -8.760" charge=+1
C 0.238 -0.690 0.573 1.696 1.306 3.206
C -1.373 -0.011 -0.944 -0.700 -0.659 0.018
C -0.386 1.571 0.659 1.623 7.414 5.033
N -0.586 0.392 0.153 -0.774 -8.990 -1.422
O 1.985 1.085 -0.565 -0.035 1.802 -0.861
P 2.054 -0.216 0.064 -0.921 0.471 0.454
H 0.399 -0.724 1.719 -0.562 0.678 -1.368
H -0.090 -1.680 0.389 -0.398 -0.668 -1.092
H -2.149 0.624 -1.318 -1.001 0.541 0.744
H -1.643 -1.095 -0.805 0.248 1.360 -0.876
H -0.636 0.260 -1.683 0.754 -0.761 -1.595
H -0.786 2.490 0.298 0.022 0.160 -0.863
H -0.007 1.620 1.716 -0.812 -0.231 -1.114
H 2.792 -0.201 1.251 0.096 -0.785 0.056
H 2.330 -1.159 -0.856 0.766 -1.639 -0.321

# 3
115
Properties=species:S:1:pos:R:3:forces:R:3 method="wB97M-V/def2-TZVPD" spin_multiplicity=1 lumo_energy_ev=-0.079 charge=0 smiles="C[C@H]1COC(=O)O1.C[C@H]1COC(=O)O1.C[C@H]1COC(=O)O1.C[C@H]1COC(=O)O1.C[C@H]1COC(=O)O1.O=C1OCCO1.O=C1OCCO1.O=C1OCCO1.O=C1OCCO1.O=C1OCCO1"
C 4.044 4.458 1.902 0.717 -0.690 -0.118
C 3.438 4.404 3.235 -1.341 -0.289 1.439
O 2.219 5.150 3.089 -0.903 -0.054 -0.207
C 2.227 5.819 1.903 -1.558 1.099 1.061
O 1.330 6.554 1.515 2.474 -1.879 0.574
O 3.427 5.579 1.366 0.208 1.734 -2.726
H 3.799 3.575 1.313 0.137 0.025 -0.200
H 5.122 4.564 2.024 -0.026 0.254 -0.652
H 4.022 4.926 3.993 0.047 -0.410 0.154
H 3.157 3.376 3.461 0.216 0.190 0.684
C 0.197 0.894 -0.120 2.173 -1.713 -0.437
C 0.501 -0.590 0.174 -1.024 1.189 -0.329
O 0.521 -0.575 1.642 0.546 -1.746 -0.840
C -0.238 0.401 2.089 -1.807 1.777 2.412
O -0.702 0.564 3.237 1.888 -0.698 -4.160
O -0.448 1.288 1.054 -1.066 0.819 0.818
H -0.313 0.973 -1.080 -0.726 0.400 0.544
H 1.181 1.341 -0.266 -0.125 0.876 0.375
H 1.404 -0.946 -0.323 0.120 -0.072 0.800
H -0.360 -1.103 -0.254 0.022 -0.833 0.794
C 6.506 2.245 -3.061 0.646 0.186 -1.624
C 7.985 2.071 -2.848 0.123 1.156 0.007
O 8.076 1.051 -1.838 1.465 1.100 -0.559
C 6.857 0.701 -1.442 -0.052 -2.144 1.960
O 6.647 -0.145 -0.584 0.072 2.030 -1.956
O 5.955 1.393 -2.128 -2.451 -0.939 0.533
H 6.443 1.964 -4.112 -1.570 -0.383 0.040
H 6.116 3.254 -2.931 0.104 -0.113 0.134
H 8.238 3.105 -2.615 1.467 -0.463 1.053
H 8.495 1.803 -3.774 0.163 -0.416 0.420
C 3.403 5.115 -7.634 1.473 -0.554 2.080
C 2.182 5.683 -8.184 -2.131 0.283 -1.099
O 1.139 5.309 -7.244 -0.834 1.595 -2.617
C 1.665 4.779 -6.182 -3.460 0.283 2.964
O 0.992 4.559 -5.189 1.479 -0.309 -1.157
O 2.924 4.661 -6.335 4.197 -1.590 0.316
H 4.164 5.842 -7.348 -0.002 0.111 -0.448
H 3.888 4.335 -8.221 -0.297 -0.316 0.313
H 1.860 5.205 -9.109 0.264 0.494 -0.224
H 2.301 6.764 -8.263 -0.686 -0.007 -0.126
C -2.023 3.096 8.868 -0.143 -0.582 -1.080
C -2.087 4.038 7.655 0.789 0.446 0.459
O -1.626 5.275 8.240 0.234 0.953 -0.852
C -1.451 5.216 9.575 -2.290 -1.812 -1.282
O -1.306 6.116 10.313 0.915 0.744 0.535
O -1.747 3.938 9.936 0.570 0.407 1.942
H -1.230 2.353 8.790 -0.044 -0.054 -0.105
H -2.979 2.595 9.025 0.084 -0.009 0.141
H -3.088 4.158 7.241 0.047 0.168 0.151
H -1.380 3.816 6.856 -0.176 -0.275 0.054
C -5.449 -5.463 4.668 0.965 -0.381 -0.419
C -4.297 -5.489 3.602 -1.139 0.424 0.944
C -3.207 -4.453 3.773 -1.084 0.593 0.335
O -2.058 -5.043 3.206 0.812 -1.109 -0.903
C -2.303 -6.387 3.038 0.555 -1.112 -2.173
O -1.693 -7.215 2.361 -0.881 2.728 2.326
O -3.478 -6.654 3.619 -0.966 -1.440 0.316
H -5.050 -5.639 5.666 -0.063 -0.060 0.006
H -6.228 -6.190 4.437 0.325 -0.321 -0.008
H -5.999 -4.522 4.674 0.451 0.311 -0.187
H -4.819 -5.432 2.646 0.402 0.034 -0.379
H -3.041 -4.278 4.836 0.105 0.223 0.015
H -3.502 -3.543 3.250 0.532 0.130 0.088
C -0.644 -6.294 -3.550 0.752 -0.210 0.875
C -0.168 -5.416 -4.719 -2.526 -0.941 0.432
C -1.323 -5.250 -5.741 0.513 -0.374 -0.064
O -1.423 -3.833 -5.905 -0.109 0.730 -0.217
C -0.631 -3.190 -5.040 2.033 3.568 1.086
O -0.385 -1.946 -4.958 -1.631 -5.511 -0.523
O -0.015 -4.116 -4.218 0.272 1.891 -0.563
H -1.005 -7.287 -3.819 0.348 -0.013 -0.269
H -1.409 -5.881 -2.893 -0.618 0.711 -0.902
H 0.106 -6.365 -2.763 0.689 -0.503 -0.430
H 0.705 -5.759 -5.275 0.321 0.004 0.561
H -2.271 -5.682 -5.420 -0.028 0.359 0.231
H -1.061 -5.724 -6.686 -0.066 0.325 -0.154
C -4.565 1.226 -3.499 0.607 0.702 0.753
C -5.509 0.067 -3.365 -1.170 -0.361 0.373
C -5.694 -0.861 -4.562 0.276 2.605 0.054
O -5.411 -2.096 -4.002 -0.699 -1.933 -4.939
C -5.095 -2.080 -2.758 -1.051 -3.220 2.010
O -5.009 -3.106 -2.115 0.784 1.230 -0.220
O -5.147 -0.878 -2.331 1.398 3.142 2.188
H -3.731 1.103 -4.190 -0.080 -0.516 -0.037
H -4.136 1.425 -2.518 0.123 -0.116 0.102
H -5.002 2.191 -3.756 -0.585 -0.289 -0.206
H -6.524 0.302 -3.042 0.202 0.983 0.053
H -5.056 -0.489 -5.363 0.583 -0.974 -0.118
H -6.698 -0.641 -4.926 -0.321 -1.279 -0.016
C -4.444 7.548 3.572 1.320 1.282 0.969
C -5.050 6.349 2.879 1.123 2.185 0.321
C -4.142 5.149 2.773 0.426 1.513 -1.200
O -4.966 4.089 3.156 0.843 -1.519 -0.357
C -6.031 4.569 3.783 -1.777 -2.873 2.101
O -6.824 3.905 4.428 1.282 1.031 -1.329
O -6.051 5.853 3.673 -2.798 2.068 0.899
H -3.519 7.887 3.105 -0.079 -0.059 -0.630
H -4.097 7.468 4.602 -0.098 -1.280 0.249
H -5.037 8.449 3.731 -0.699 -0.189 -0.915
H -5.403 6.755 1.931 -0.481 -0.595 -0.235
H -3.313 5.349 3.451 0.297 -0.795 -0.152
H -3.888 5.112 1.714 0.683 -0.776 0.291
C 5.530 -6.103 0.254 -0.051 -0.443 -1.509
C 5.581 -7.537 -0.257 -0.937 0.932 0.348
C 6.724 -7.853 -1.225 -1.130 2.020 0.021
O 7.320 -8.941 -0.660 1.752 -2.673 1.593
C 6.802 -9.289 0.574 -3.074 -0.589 -0.192
O 6.914 -10.300 1.221 1.214 1.926 -1.313
O 5.763 -8.391 0.839 1.854 -1.395 0.373
H 4.706 -5.977 0.957 0.396 0.113 0.152
H 5.307 -5.543 -0.654 -0.152 0.555 0.099
H 6.520 -5.782 0.576 -0.220 -0.001 0.490
H 4.614 -7.806 -0.683 -0.098 0.062 -0.171
H 7.384 -6.987 -1.267 0.423 -0.087 0.031
H 6.377 -8.029 -2.243 0.023 -0.417 0.086